91
Properties=species:S:1:pos:R:3:forces:R:3:mulliken_charge:R:1 method="wB97M-V/def2-TZVPD" homo_lumo_gap_ev=6.077 total_charge=-1 max_force_ev_per_a=2.2 homo_ev=-3.384 relative_energy_kj_mol=0.0 mol_weight_g_mol=753.7
Ag 9.857 14.112 11.661 -0.4 0.2 -0.1 0.51
O 12.573 13.791 14.277 0.2 -0.1 -0.2 -0.71
C 11.261 13.529 14.757 -0.5 0.1 -0.7 0.49
C 10.856 14.499 15.877 -0.1 -0.4 -0.2 -0.76
C 10.602 15.949 15.412 0.3 0.1 0.0 -0.92
C 9.184 16.240 14.995 -1.2 -0.3 -0.2 0.54
C 8.234 16.797 15.880 1.1 -0.5 0.0 -0.83
C 6.923 16.964 15.484 -0.1 0.2 0.1 -0.36
C 6.549 16.566 14.215 0.4 -0.2 -0.1 -1.13
C 7.524 15.991 13.408 -0.2 0.2 -0.1 -0.23
N 8.792 15.851 13.770 0.6 0.1 0.6 0.56
H 12.641 13.504 13.327 -0.4 0.5 0.8 0.47
H 11.195 12.506 15.142 0.0 -0.1 0.0 0.21
H 10.530 13.588 13.912 0.5 0.0 0.7 -0.54
H 11.651 14.479 16.634 -0.1 0.1 -0.1 0.44
H 9.949 14.099 16.365 0.2 0.1 -0.2 0.33
H 11.307 16.171 14.596 -0.3 0.0 0.1 0.04
H 10.850 16.612 16.238 0.0 0.2 0.1 0.51
H 8.553 17.005 16.897 -0.1 0.2 -0.1 0.43
H 6.201 17.401 16.167 0.0 -0.1 0.0 0.38
H 5.535 16.668 13.866 -0.2 0.0 -0.1 0.46
H 7.285 15.622 12.417 0.0 0.0 -0.1 0.43
C 5.977 10.732 15.551 0.3 -0.2 0.0 -1.08
C 7.419 10.382 15.172 -0.3 0.4 -0.3 -0.71
N 7.569 10.137 13.747 -0.2 -0.3 -0.6 0.24
C 7.202 8.791 13.255 0.4 0.4 -0.2 -0.44
C 8.408 7.851 13.174 0.0 0.5 0.1 -1.09
C 7.923 11.119 12.859 0.5 0.7 0.1 0.07
S 8.112 12.769 13.406 -0.2 -0.9 -0.2 -0.31
N 8.038 10.730 11.588 -0.1 -0.2 0.5 -0.11
C 8.780 11.242 10.613 1.4 1.5 0.2 -0.45
O 9.834 11.958 10.667 -1.6 -1.6 0.3 -0.47
C 8.322 10.870 9.247 -0.5 -0.7 -0.6 0.54
C 8.936 11.417 8.119 0.1 0.0 0.3 -0.25
C 8.538 11.015 6.856 0.0 0.0 -0.3 -0.61
C 7.564 10.037 6.709 0.1 0.1 -0.3 -0.39
C 6.943 9.495 7.821 -0.3 -0.1 -0.3 -0.65
C 7.290 9.926 9.076 0.5 0.6 0.4 -0.19
H 5.914 10.959 16.618 0.0 0.1 0.0 0.40
H 5.336 9.868 15.365 -0.2 0.0 -0.1 0.33
H 5.622 11.582 14.967 0.1 0.0 0.1 0.24
H 7.718 9.474 15.691 0.2 -0.1 0.1 0.39
H 8.089 11.201 15.436 0.0 -0.1 0.0 0.28
H 6.748 8.909 12.261 0.2 -0.1 0.3 0.19
H 6.452 8.376 13.926 -0.1 0.1 0.1 0.38
H 9.128 8.274 12.474 0.0 0.0 0.0 0.23
H 8.118 6.865 12.822 -0.1 -0.1 0.0 0.39
H 8.901 7.754 14.152 -0.1 0.0 -0.2 0.30
H 9.738 12.141 8.246 -0.2 -0.1 0.1 0.30
H 8.992 11.460 5.972 0.0 -0.1 0.2 0.40
H 7.295 9.711 5.717 -0.1 -0.1 -0.2 0.38
H 6.163 8.750 7.714 0.0 0.0 -0.1 0.38
H 6.771 9.552 9.950 0.2 0.0 0.0 0.38
C 5.610 17.464 6.971 -0.3 0.3 0.1 -0.36
C 6.087 17.952 8.183 0.3 -0.3 0.0 -0.78
C 6.994 17.204 8.927 -0.1 -0.4 -0.3 0.08
C 7.440 15.940 8.458 0.2 0.5 -0.8 0.44
C 6.930 15.475 7.231 0.0 0.2 0.3 -0.54
C 6.013 16.226 6.513 0.3 -0.1 0.2 -0.58
C 8.419 15.111 9.179 -0.1 0.7 0.9 0.55
C 9.256 15.573 10.149 1.7 -0.5 -0.9 -1.88
C 9.886 16.914 10.095 -1.9 0.7 -0.2 1.35
C 10.180 17.588 8.874 0.1 -0.5 0.7 -0.51
C 10.613 18.905 8.869 -0.1 -0.8 0.0 -0.80
C 10.662 19.621 10.049 0.3 0.9 0.0 -0.46
C 10.304 19.032 11.246 0.2 -0.6 0.0 -0.69
C 9.979 17.685 11.269 0.1 0.0 -0.3 0.10
H 4.908 18.054 6.397 -0.1 0.0 0.0 0.35
H 5.745 18.922 8.530 0.1 -0.1 0.1 0.36
H 7.361 17.606 9.868 0.0 -0.2 -0.1 0.35
H 7.280 14.523 6.828 -0.1 0.1 0.2 0.43
H 5.623 15.839 5.592 -0.1 -0.1 -0.4 0.39
H 8.347 14.040 8.962 -0.3 0.2 0.5 -0.04
H 10.023 17.065 7.940 0.1 -0.1 0.0 0.47
H 10.889 19.356 7.932 0.0 0.2 -0.2 0.41
H 11.022 20.642 10.034 -0.1 0.1 0.0 0.34
H 10.304 19.586 12.175 0.1 0.1 0.0 0.44
H 9.753 17.209 12.203 -0.1 -0.2 0.2 0.38
N 14.397 14.588 7.838 0.7 0.9 -0.8 -0.53
C 13.747 14.365 9.006 -0.4 -0.1 1.0 1.24
C 13.680 15.369 10.000 -0.2 -0.5 -0.3 -0.71
C 13.051 15.069 11.193 0.3 -0.1 -0.8 -0.28
N 12.520 13.876 11.441 -0.2 -0.2 0.7 -0.50
C 12.572 12.926 10.512 0.4 0.2 0.0 -0.55
C 13.175 13.109 9.286 0.1 0.3 -0.1 -0.83
H 14.632 15.548 7.576 -0.3 -0.8 0.2 0.20
H 14.289 13.932 7.088 -0.1 0.0 -0.1 0.19
H 14.094 16.354 9.820 0.0 0.0 0.0 0.27
H 12.980 15.810 11.971 -0.1 0.1 0.2 0.38
H 12.116 11.994 10.803 -0.1 -0.2 -0.2 0.65
H 13.198 12.301 8.558 0.0 0.2 0.1 0.30

88
Properties=species:S:1:pos:R:3:forces:R:3:mulliken_charge:R:1 method="wB97M-V/def2-TZVPD" homo_lumo_gap_ev=6.200 total_charge=+1 max_force_ev_per_a=2.1 homo_ev=-9.657 mol_weight_g_mol=962.2
C -1.868 -1.909 4.016 -1.3 -1.6 -0.4 -0.37
C -2.577 -1.255 2.903 0.6 -0.5 0.1 -0.59
C -2.774 -2.258 1.890 0.2 0.0 0.3 -0.60
H -3.074 -0.283 2.968 0.2 -0.4 -0.1 0.55
C -2.224 -3.473 2.349 -0.2 0.5 -0.2 -0.32
C -1.688 -3.286 3.644 -0.4 1.5 0.8 -1.08
H -1.268 -4.059 4.286 0.0 0.3 -0.3 0.46
H -1.706 -1.465 4.999 0.1 -0.2 -0.3 0.53
H -3.309 -2.115 0.947 0.3 0.0 0.4 0.51
H -2.259 -4.420 1.803 0.1 0.4 0.2 0.50
Bi -0.066 -0.873 2.521 -0.3 -0.9 -0.5 1.08
Si 0.591 -0.417 -3.805 -0.4 0.1 -0.3 0.76
C 0.540 1.168 -4.748 0.1 0.4 0.1 0.61
C 1.672 1.550 -5.480 -0.4 0.5 -0.4 -0.69
H 2.611 0.998 -5.364 -0.3 0.2 -0.2 0.38
C 1.581 2.615 -6.384 -0.1 0.0 0.2 -0.57
H 2.441 2.870 -7.004 -0.3 0.0 0.2 0.40
C 0.384 3.343 -6.495 0.0 -0.3 0.3 -0.49
H 0.309 4.170 -7.207 0.1 -0.3 0.3 0.37
C -0.720 3.013 -5.692 0.3 -0.1 0.0 -0.65
H -1.637 3.604 -5.739 0.3 -0.2 -0.1 0.41
C -0.651 1.910 -4.830 0.4 0.2 -0.5 -0.09
H -1.525 1.622 -4.236 0.3 0.1 -0.2 0.44
C 0.834 -1.806 -4.998 0.3 -0.5 -0.1 0.48
C 0.080 -1.825 -6.186 0.3 -0.6 -0.1 -0.46
H -0.603 -1.001 -6.417 0.3 -0.2 0.0 0.33
C 0.173 -2.918 -7.059 0.0 0.1 0.3 -0.62
H -0.433 -2.941 -7.966 0.2 0.0 0.3 0.38
C 1.023 -3.993 -6.753 0.0 0.5 0.3 -0.45
H 1.062 -4.859 -7.415 0.1 0.3 0.2 0.38
C 1.798 -3.952 -5.586 -0.1 -0.1 0.0 -0.55
H 2.475 -4.779 -5.359 -0.2 0.2 -0.1 0.36
C 1.687 -2.879 -4.694 -0.3 0.0 -0.6 -0.37
H 2.242 -2.868 -3.750 -0.1 -0.1 -0.4 0.31
H -0.805 -0.556 -3.377 0.0 0.2 0.3 -0.18
Si 0.025 -0.154 -0.122 -0.5 0.2 0.3 -0.66
C -0.597 -1.733 -0.910 0.2 -0.3 -0.1 2.00
C -1.826 -1.727 -1.605 0.0 -0.4 0.4 -0.30
H -2.284 -0.782 -1.915 0.2 -0.4 0.2 0.41
C -2.469 -2.931 -1.912 0.1 0.3 0.1 -0.98
H -3.397 -2.909 -2.489 0.2 -0.1 0.3 0.43
C -1.924 -4.141 -1.480 0.2 0.0 -0.1 -0.51
H -2.479 -5.073 -1.631 0.3 0.4 0.0 0.43
C -0.659 -4.164 -0.885 0.1 0.1 0.0 -0.84
H -0.210 -5.115 -0.589 -0.1 0.3 -0.2 0.47
C 0.027 -2.969 -0.643 -0.6 0.1 0.2 -0.96
H 1.019 -2.996 -0.181 -0.3 0.0 -0.1 0.46
C -1.084 1.269 -0.560 0.2 0.4 -0.3 0.86
C -2.429 1.296 -0.140 0.0 0.3 0.0 0.16
H -2.818 0.525 0.538 0.2 0.2 -0.3 0.18
C -3.281 2.318 -0.569 0.2 0.1 0.0 -0.68
H -4.323 2.343 -0.234 0.4 0.0 -0.1 0.44
C -2.800 3.315 -1.434 0.2 -0.3 0.0 -0.62
H -3.473 4.098 -1.794 0.3 -0.3 0.2 0.39
C -1.465 3.288 -1.856 -0.2 0.1 0.2 -0.76
H -1.094 4.045 -2.549 -0.1 -0.2 0.2 0.49
C -0.603 2.287 -1.403 -0.5 -0.1 0.1 -0.47
H 0.439 2.283 -1.722 -0.2 0.0 0.0 0.43
H 1.587 -0.405 -2.695 -0.3 -0.2 -0.4 -0.29
Cl 2.056 0.346 -0.356 -0.3 -0.2 0.1 -0.54
C 4.209 -0.483 3.235 -0.1 -0.3 -0.1 -1.44
As 2.484 0.384 3.199 0.3 1.0 0.6 0.66
C 3.035 2.147 2.569 0.0 0.0 0.0 -0.91
C 2.147 0.781 5.102 0.0 -0.1 -0.2 -0.01
C 3.104 0.526 6.091 -0.4 0.2 0.5 -0.57
C 2.797 0.809 7.437 0.0 -0.1 -0.3 -0.69
C 1.543 1.311 7.778 -0.1 0.1 -0.1 -0.78
C 0.580 1.544 6.788 0.2 0.0 0.1 -0.38
C 0.878 1.296 5.449 -0.1 -0.4 -0.2 0.12
As -0.538 1.500 4.057 0.9 0.7 1.0 0.97
C -2.103 1.798 5.207 0.0 -0.3 -0.3 -1.60
C -0.200 3.330 3.386 -0.1 -0.3 -0.1 -1.21
H 4.985 0.236 3.521 -0.2 -0.2 -0.1 0.42
H 4.366 -0.845 2.213 0.2 0.0 0.3 0.34
H 4.159 -1.318 3.938 0.2 0.0 -0.2 0.44
H 2.500 2.905 3.152 0.3 -0.1 -0.3 0.27
H 4.116 2.205 2.734 -0.3 0.3 -0.1 0.42
H 2.795 2.215 1.503 0.1 0.2 0.3 0.24
H 4.079 0.096 5.850 -0.3 0.2 0.0 0.37
H 3.536 0.624 8.223 -0.3 0.0 -0.4 0.39
H 1.292 1.524 8.822 0.2 -0.1 -0.4 0.39
H -0.401 1.917 7.077 0.3 -0.1 0.0 0.31
H -1.924 2.691 5.821 -0.1 -0.3 -0.3 0.50
H -2.972 1.947 4.555 0.2 0.0 0.2 0.43
H -2.258 0.916 5.841 0.0 0.3 -0.2 0.41
H -1.150 3.867 3.476 0.3 0.0 -0.1 0.49
H 0.108 3.283 2.334 -0.1 0.1 0.3 0.29
H 0.578 3.805 3.998 -0.3 -0.2 -0.2 0.42

104
Properties=species:S:1:pos:R:3:forces:R:3:mulliken_charge:R:1 method="wB97M-V/def2-TZVPD" homo_lumo_gap_ev=7.061 total_charge=-2 max_force_ev_per_a=0.6 homo_ev=-3.025 relative_energy_kj_mol=0.0 mol_weight_g_mol=1031.6
K 0.610 0.160 0.830 -0.4 -0.3 0.4 0.19
O 3.916 3.334 2.058 0.1 0.0 0.0 -0.88
C 3.159 2.531 1.477 0.0 0.0 0.0 -0.58
O 2.608 1.510 1.952 0.0 0.2 0.1 0.02
C 2.854 2.812 -0.002 0.0 0.0 0.0 0.42
C 3.598 3.739 -0.721 0.0 0.0 0.0 -0.77
C 3.299 3.932 -2.061 0.0 0.0 0.0 -0.42
C 2.258 3.216 -2.632 0.0 0.0 0.0 -0.85
C 1.550 2.326 -1.832 0.0 0.0 0.0 0.31
N 1.854 2.127 -0.552 0.2 0.1 -0.2 0.72
C 0.351 1.543 -2.387 0.0 0.1 -0.1 -0.69
O 0.084 1.708 -3.593 0.0 0.0 0.1 -0.87
O -0.268 0.839 -1.549 -0.1 0.2 -0.3 0.90
H 4.384 4.278 -0.210 0.0 0.0 0.0 0.51
H 3.870 4.637 -2.655 0.0 0.0 0.0 0.39
H 1.967 3.321 -3.668 0.0 0.0 0.0 0.50
F 0.078 -4.773 -5.742 0.0 0.0 0.0 -0.33
C -0.441 -4.117 -4.696 0.0 0.0 0.0 0.54
C -1.809 -4.042 -4.540 0.0 0.0 0.0 0.40
F -2.616 -4.631 -5.435 0.0 0.0 0.0 -0.34
C -2.327 -3.365 -3.452 0.0 0.0 0.0 -0.05
F -3.662 -3.353 -3.355 0.0 0.0 0.0 -0.39
C -1.529 -2.746 -2.496 -0.1 0.0 0.0 -0.03
P -2.254 -1.796 -1.068 0.1 0.1 0.0 1.93
C -3.518 -0.837 -2.022 0.0 0.0 0.0 0.63
C -4.898 -0.997 -1.922 0.0 0.0 0.0 0.00
C -5.759 -0.168 -2.629 0.0 0.0 0.0 -0.64
C -5.254 0.825 -3.456 0.0 0.0 0.0 -0.64
C -3.880 0.985 -3.569 0.0 0.0 0.0 -0.40
C -3.017 0.168 -2.852 0.0 0.0 0.0 -0.76
C -3.297 -3.090 -0.285 0.1 -0.1 0.0 0.46
C -3.240 -4.450 -0.572 0.0 0.0 0.0 -0.79
C -4.016 -5.361 0.131 0.0 0.0 0.0 -0.57
C -4.863 -4.927 1.140 0.0 0.0 0.0 -0.75
C -4.908 -3.577 1.456 0.0 0.0 0.0 -0.80
C -4.125 -2.671 0.759 0.0 0.0 0.1 -0.77
C -0.144 -2.831 -2.679 0.1 0.0 -0.1 -0.28
Br 1.114 -2.047 -1.523 0.0 -0.2 -0.1 0.08
C 0.384 -3.515 -3.767 0.0 0.0 0.0 0.13
F 1.703 -3.614 -3.966 0.0 0.0 0.0 -0.35
H -5.309 -1.782 -1.300 0.0 0.0 0.0 0.33
H -6.830 -0.308 -2.535 0.0 0.0 0.0 0.41
H -5.928 1.472 -4.006 0.0 0.0 0.0 0.34
H -3.459 1.758 -4.201 0.0 0.0 0.0 0.50
H -1.950 0.342 -2.916 0.1 0.0 0.0 -0.19
H -2.574 -4.816 -1.343 0.0 0.0 0.0 0.34
H -3.943 -6.416 -0.104 0.0 0.0 0.0 0.36
H -5.462 -5.640 1.694 0.0 0.0 0.0 0.34
H -5.536 -3.222 2.264 0.0 0.0 0.0 0.40
H -4.147 -1.625 1.042 0.0 0.0 0.0 0.76
B -1.122 -1.903 3.494 0.0 0.0 0.0 0.73
N -2.262 -0.962 3.002 -0.1 -0.1 0.0 -0.51
C -3.408 -0.702 3.654 0.0 0.0 0.0 -0.28
C -4.065 0.321 2.996 0.0 0.0 0.0 -1.44
C -3.207 0.629 1.928 -0.1 -0.1 -0.2 -0.54
N -2.138 -0.156 1.929 0.2 0.1 0.3 0.83
N -0.887 -3.142 2.588 0.0 0.0 0.0 0.43
C -1.015 -4.431 2.955 0.0 0.0 0.0 -0.46
C -0.445 -5.222 1.978 -0.1 0.0 0.0 -1.29
C 0.017 -4.292 1.032 -0.1 0.0 -0.1 -0.28
N -0.250 -3.048 1.407 0.0 0.0 0.0 0.14
H -1.464 -2.316 4.588 0.0 0.0 0.0 -0.34
H -0.091 -1.275 3.537 -0.1 -0.1 0.0 -0.41
H -3.659 -1.254 4.545 0.0 0.0 0.0 0.51
H -5.005 0.781 3.255 0.0 0.0 0.0 0.38
H -3.316 1.376 1.156 0.0 0.0 0.0 0.51
H -1.492 -4.684 3.888 0.0 0.0 0.0 0.50
H -0.374 -6.297 1.954 0.0 0.0 0.0 0.39
H 0.543 -4.473 0.105 0.0 0.0 0.0 0.47
C -2.152 3.900 -1.478 0.0 0.0 0.0 -0.69
N -1.487 4.663 -0.439 -0.1 0.0 0.0 0.56
C -1.393 6.088 -0.627 0.0 0.0 0.0 -1.36
C -1.052 4.010 0.703 0.0 0.0 -0.1 0.28
N -0.888 2.758 0.828 0.0 -0.1 0.1 0.36
N -0.786 4.868 1.801 0.0 0.0 0.0 -0.01
C 0.040 4.245 2.829 0.0 0.0 0.0 -0.71
C -2.006 5.416 2.376 0.0 0.0 0.0 -1.15
H -2.226 4.518 -2.372 0.0 0.0 0.0 0.32
H -3.163 3.598 -1.179 0.0 0.0 0.0 0.27
H -1.602 3.002 -1.756 0.0 0.0 0.0 -0.16
H -0.964 6.306 -1.610 0.0 0.0 0.0 0.41
H -0.743 6.512 0.134 0.0 0.0 0.0 0.40
H -2.372 6.587 -0.573 0.0 0.0 0.0 0.37
H -0.981 2.246 -0.048 0.0 0.0 0.0 -0.79
H 0.947 3.839 2.389 0.0 0.0 0.0 0.05
H -0.484 3.428 3.338 0.0 0.0 0.0 0.26
H 0.311 5.014 3.556 0.0 0.0 0.0 0.34
H -2.627 5.875 1.608 0.0 0.0 0.0 0.32
H -1.749 6.181 3.112 0.0 0.0 0.0 0.36
H -2.599 4.636 2.878 0.0 0.0 0.0 0.30
C 1.512 0.593 4.412 0.0 0.1 0.1 -1.02
As 3.031 -0.472 3.840 0.0 -0.1 -0.1 1.07
C 4.588 0.650 4.067 0.0 0.0 0.0 -1.11
C 3.174 -1.650 5.385 0.0 0.0 0.0 -1.27
S 3.040 -1.722 2.156 0.0 0.1 0.1 -0.50
H 1.933 1.469 4.907 0.0 0.0 0.0 0.59
H 0.920 -0.002 5.106 0.0 0.0 0.0 0.46
H 0.890 0.930 3.591 0.1 -0.1 0.0 -0.04
H 4.738 0.834 5.133 0.0 0.0 0.0 0.37
H 4.437 1.581 3.523 0.0 0.0 0.0 0.32
H 5.439 0.105 3.661 0.0 0.0 0.0 0.26
H 3.200 -1.075 6.312 0.0 0.0 0.0 0.40
H 4.078 -2.248 5.283 0.0 0.0 0.0 0.36
H 2.306 -2.308 5.374 0.0 0.0 0.0 0.25